Entry 1:
A molecular structure, C12H23CrF6N6O8S2, computed with ωB97M-V/def2-TZVPD.

Properties
- orbital gap (spin up / spin down) (eV) = 7.80 / 7.81
- HOMO (spin up / spin down) (eV) = -7.746 / -7.757
- charge = 0
- multiplicity = 2

Last column: Löwdin spin population.
Atoms and positions in Å:
1 Cr -0.12 0.47 -0.81  0.94
2 N -0.18 -1.20 0.45  0.00
3 C -0.84 -2.20 -0.42  0.00
4 C -1.15 -3.52 0.27  0.00
5 C 0.10 -4.28 0.73  0.00
6 C 0.99 -4.81 -0.40  0.00
7 N 1.63 -3.79 -1.22  0.00
8 C 2.57 -2.94 -0.81  0.00
9 N 3.35 -3.27 0.24  0.00
10 N 2.74 -1.78 -1.42  0.00
11 C -2.11 -1.55 -1.07  0.00
12 O -3.16 -2.16 -0.97  0.00
13 O -1.89 -0.45 -1.66  -0.01
14 H 0.72 -1.50 0.80  0.00
15 H -0.78 -0.99 1.24  0.00
16 H -0.18 -2.34 -1.27  0.00
17 H -1.74 -4.13 -0.43  0.00
18 H -1.81 -3.35 1.12  0.00
19 H -0.23 -5.15 1.31  0.00
20 H 0.70 -3.67 1.41  0.00
21 H 0.38 -5.40 -1.08  0.00
22 H 1.75 -5.49 -0.02  0.00
23 H 1.21 -3.55 -2.10  0.00
24 H 3.32 -4.19 0.65  0.00
25 H 3.97 -2.58 0.62  0.00
26 H 1.88 -1.20 -1.74  0.00
27 H 3.48 -1.20 -1.08  0.00
28 F 5.38 2.91 -0.10  0.00
29 C 4.38 2.38 -0.81  0.00
30 F 4.88 1.66 -1.81  0.00
31 F 3.62 3.36 -1.30  0.00
32 S 3.35 1.27 0.25  0.00
33 O 2.29 0.80 -0.62  0.00
34 O 4.27 0.26 0.70  0.00
35 N 2.89 2.21 1.41  0.00
36 S 1.42 2.67 1.63  0.00
37 O 1.18 2.96 3.00  0.00
38 O 0.43 1.86 0.93  0.01
39 C 1.29 4.31 0.76  0.00
40 F 1.09 4.11 -0.55  0.00
41 F 2.41 5.02 0.93  0.00
42 F 0.25 4.99 1.26  0.00
43 O 0.59 -0.25 -2.14  0.02
44 C -4.01 1.39 1.86  0.00
45 N -3.82 2.24 0.69  0.00
46 C -4.80 3.26 0.35  0.00
47 C -2.74 2.01 -0.06  0.00
48 C -2.49 2.77 -1.33  0.01
49 O -1.95 1.11 0.27  0.01
50 H -4.93 1.68 2.36  0.00
51 H -3.17 1.50 2.55  0.00
52 H -4.07 0.34 1.56  0.00
53 H -5.58 3.25 1.10  0.00
54 H -5.27 3.07 -0.62  0.00
55 H -4.36 4.26 0.34  0.00
56 H -3.23 3.52 -1.57  0.00
57 H -2.44 2.02 -2.12  0.00
58 H -1.51 3.25 -1.25  0.00


Entry 2:
A molecular structure, C12H23EuF3NO5P2S, computed with ωB97M-V/def2-TZVPD.

Properties
- orbital gap (spin up / spin down) (eV) = 5.94 / 8.25
- HOMO (spin up / spin down) (eV) = -15.775 / -15.775
- charge = +2
- multiplicity = 7

Last column: Löwdin spin population.
Atoms and positions in Å:
1 Eu -0.06 0.01 1.55  6.11
2 P -2.63 -0.23 0.21  -0.02
3 C -2.24 0.22 -1.50  0.00
4 C -0.97 0.99 -1.80  0.00
5 N 0.08 0.84 -0.98  -0.01
6 C 1.34 1.09 -1.40  0.00
7 C 1.53 1.76 -2.62  0.00
8 C 0.45 2.01 -3.47  0.00
9 C -0.81 1.55 -3.07  0.00
10 C 2.56 0.69 -0.50  0.00
11 P 2.50 -0.91 0.39  -0.02
12 H -1.69 1.65 -3.69  0.00
13 H 2.56 2.03 -2.87  0.00
14 H 0.59 2.56 -4.41  0.00
15 H 3.41 0.64 -1.21  0.00
16 H 2.69 1.52 0.23  0.00
17 H -2.14 -0.65 -1.95  0.00
18 H -3.07 0.75 -1.95  0.00
19 H -1.06 -2.27 -2.21  0.00
20 O -1.87 -2.53 -2.55  0.00
21 H -1.63 -2.22 -3.44  0.00
22 H -0.17 -2.93 0.37  0.00
23 O 0.21 -2.14 -0.55  0.00
24 H -0.08 -3.23 -0.80  0.00
25 C 2.88 -2.07 -1.02  0.00
26 H 3.54 -1.56 -1.77  0.00
27 H 3.36 -2.98 -0.58  0.00
28 H 1.85 -2.29 -1.40  0.00
29 C 4.02 -0.81 1.34  0.00
30 H 4.11 -1.72 1.91  0.00
31 H 4.91 -0.68 0.71  0.00
32 H 3.95 0.03 2.03  0.00
33 C -3.33 1.28 0.78  0.00
34 H -4.34 1.36 0.41  0.00
35 H -3.32 1.26 1.87  0.00
36 H -2.76 2.15 0.45  0.00
37 C -4.10 -1.27 -0.08  -0.01
38 H -4.37 -1.68 0.90  0.00
39 H -4.92 -0.64 -0.46  0.00
40 H -3.88 -2.09 -0.79  0.00
41 F 0.63 0.39 5.87  0.00
42 C 1.01 0.96 4.71  0.00
43 F 2.06 1.77 4.93  0.00
44 F 1.45 -0.07 3.88  0.00
45 S -0.36 1.78 3.80  0.00
46 O -1.31 0.68 3.51  -0.01
47 O -0.86 2.84 4.65  0.00
48 O 0.29 2.18 2.54  -0.01


Entry 3:
A molecular structure, C12H23F3NO2P2Zn, computed with ωB97M-V/def2-TZVPD.

Properties
- orbital gap (eV) = 8.48
- HOMO (eV) = -11.322
- charge = +1

Last column: Löwdin charge in e.
Atoms and positions in Å:
1 Zn -0.03 -0.19 0.07  0.49
2 P -0.63 1.78 1.11  0.83
3 C 0.95 2.73 1.08  -0.27
4 C 2.16 1.82 1.13  -0.30
5 N 2.00 0.57 0.65  0.03
6 C 3.06 -0.25 0.54  -0.29
7 C 4.31 0.10 1.07  0.00
8 C 4.47 1.37 1.62  -0.02
9 C 3.40 2.25 1.63  0.00
10 C 2.81 -1.57 -0.18  -0.25
11 P 1.26 -1.57 -1.18  0.83
12 H 3.54 3.28 1.99  0.13
13 H 5.13 -0.62 1.05  0.13
14 H 5.44 1.65 2.03  0.12
15 H 3.65 -1.85 -0.84  0.10
16 H 2.66 -2.36 0.57  0.11
17 H 0.92 3.24 0.10  0.10
18 H 0.92 3.46 1.90  0.10
19 H 0.28 2.04 -4.12  0.03
20 O 0.74 2.42 -3.34  -0.09
21 H 0.76 3.38 -3.43  0.03
22 H -1.26 -0.22 -4.43  0.09
23 O -0.32 0.05 -4.56  -0.08
24 H -0.08 -0.28 -5.44  0.08
25 C 1.93 -0.94 -2.74  -0.25
26 H 2.79 -1.56 -3.04  0.06
27 H 1.18 -0.89 -3.54  0.02
28 H 2.27 0.08 -2.55  0.05
29 C 0.90 -3.33 -1.39  -0.23
30 H 0.05 -3.45 -2.08  0.06
31 H 1.76 -3.89 -1.78  0.06
32 H 0.61 -3.74 -0.41  0.05
33 C -0.73 1.46 2.90  -0.23
34 H -0.49 2.38 3.45  0.06
35 H -1.73 1.11 3.16  0.06
36 H 0.02 0.69 3.13  0.06
37 C -1.97 2.93 0.71  -0.24
38 H -2.93 2.40 0.70  0.06
39 H -2.03 3.74 1.45  0.06
40 H -1.76 3.36 -0.28  0.05
41 F -1.74 -2.63 0.30  0.00
42 C -1.27 -1.61 1.10  -0.59
43 F -2.37 -1.07 1.72  0.00
44 F -0.58 -2.24 2.12  -0.01


Entry 4:
2 unconnected molecules or ions with the total composition C12H23F3O4P, computed with ωB97M-V/def2-TZVPD.

Properties
- orbital gap (eV) = 6.98
- HOMO (eV) = -4.247
- charge = -1

Last column: Löwdin charge in e.
Atoms and positions in Å:
1 C 3.15 1.91 4.61  0.07
2 C 3.16 1.83 3.39  -0.27
3 C 3.17 1.67 1.98  -0.35
4 P 1.61 0.67 1.35  0.57
5 C 2.70 -0.46 0.23  -0.36
6 C 3.52 0.23 -0.87  -0.18
7 C 0.02 -0.38 0.89  -0.31
8 C -1.27 0.22 1.40  -0.21
9 O -2.39 -0.75 1.39  -0.05
10 C -2.87 -0.93 0.16  -0.39
11 O -3.73 -0.25 -0.34  0.07
12 C 1.27 1.91 -0.11  -0.23
13 O 0.23 2.86 0.36  -0.02
14 C -0.01 3.86 -0.46  -0.81
15 F -1.19 4.41 -0.16  0.15
16 F 0.89 4.84 -0.34  0.15
17 F -0.05 3.56 -1.74  0.15
18 H 3.24 1.86 5.65  -0.02
19 H 4.08 1.15 1.70  0.07
20 H 3.23 2.66 1.55  0.08
21 H 0.80 1.51 2.23  0.01
22 H 1.81 -0.24 2.48  0.01
23 H 3.40 -0.94 0.90  0.05
24 H 2.13 -1.25 -0.23  0.05
25 H 4.32 -0.44 -1.18  0.05
26 H 4.00 1.15 -0.55  0.05
27 H 2.91 0.37 -1.76  0.06
28 H 0.15 -1.35 1.35  0.07
29 H -0.08 -0.51 -0.18  0.06
30 H -1.18 0.60 2.39  0.10
31 H -1.57 1.02 0.73  0.10
32 H -2.43 -1.75 -0.42  0.12
33 H 2.11 2.52 -0.40  0.08
34 H 0.84 1.37 -0.95  0.08
35 C -4.63 -3.91 -3.29  -0.10
36 C -3.83 -3.44 -2.10  -0.33
37 O -2.43 -3.68 -2.28  -0.09
38 H -4.47 -4.98 -3.46  0.07
39 H -5.70 -3.74 -3.14  0.07
40 H -4.33 -3.39 -4.20  0.07
41 H -4.13 -3.98 -1.20  0.12
42 H -3.99 -2.37 -1.92  0.09
43 H -2.15 -3.19 -3.06  0.08


Entry 5:
3 unconnected molecules or ions with the total composition C12H23F4O6S, computed with ωB97M-V/def2-TZVPD.

Properties
- orbital gap (eV) = 8.74
- HOMO (eV) = -12.613
- charge = +1

Last column: Löwdin charge in e.
Atoms and positions in Å:
1 C -3.69 1.22 2.02  -0.04
2 C -2.70 1.28 3.29  -0.38
3 F -2.93 2.46 4.05  -0.01
4 C -1.15 1.14 2.85  -0.30
5 S -0.88 -0.69 2.61  1.10
6 C 0.63 -1.02 1.58  -0.36
7 C 1.92 -0.16 2.02  -0.08
8 C 3.18 -1.00 1.50  -0.43
9 F 2.84 -1.40 0.18  0.05
10 F 3.40 -2.15 2.29  0.10
11 F 4.34 -0.22 1.45  0.11
12 H -4.52 0.47 2.28  0.10
13 H -3.18 0.89 1.07  0.08
14 H -4.22 2.23 1.90  0.10
15 H -2.92 0.32 3.89  0.13
16 H -0.53 1.52 3.72  0.12
17 H -0.91 1.71 1.90  0.12
18 H -1.94 -1.15 1.82  0.06
19 H 0.38 -0.75 0.49  0.12
20 H 0.87 -2.14 1.67  0.12
21 H 1.92 0.84 1.48  0.14
22 H 1.98 0.05 3.13  0.14
23 C -3.40 4.01 -3.60  -0.04
24 O -4.03 3.48 -2.43  -0.01
25 C -4.79 4.36 -1.77  -0.61
26 O -4.97 5.51 -2.08  0.14
27 O -5.32 3.74 -0.71  -0.02
28 C -6.17 4.57 0.10  -0.05
29 H -2.81 3.21 -4.05  0.09
30 H -4.14 4.34 -4.32  0.10
31 H -2.72 4.83 -3.33  0.10
32 H -7.02 4.92 -0.48  0.10
33 H -5.60 5.41 0.51  0.10
34 H -6.54 3.96 0.92  0.09
35 C 4.74 -3.01 -0.69  -0.07
36 O 5.83 -3.66 -1.33  0.01
37 C 5.47 -4.65 -2.16  -0.60
38 O 4.33 -5.00 -2.39  0.12
39 O 6.58 -5.18 -2.69  0.01
40 C 6.33 -6.25 -3.61  -0.04
41 H 5.16 -2.23 -0.04  0.08
42 H 4.09 -2.53 -1.43  0.10
43 H 4.18 -3.71 -0.07  0.10
44 H 5.75 -5.90 -4.46  0.10
45 H 5.83 -7.08 -3.10  0.10
46 H 7.30 -6.60 -3.97  0.10


Entry 6:
A molecular structure, C12H23LaN2O2P2S, computed with ωB97M-V/def2-TZVPD.

Properties
- orbital gap (spin up / spin down) (eV) = 3.81 / 3.81
- HOMO (spin up / spin down) (eV) = -15.397 / -15.378
- charge = +2

Last column: Löwdin charge in e.
Atoms and positions in Å:
1 La 0.33 1.31 0.98  1.51
2 P 2.25 1.01 -1.27  0.75
3 C 1.08 -0.04 -2.27  -0.30
4 C 0.32 -1.17 -1.58  -0.30
5 N -0.06 -1.05 -0.28  0.00
6 C -0.83 -2.05 0.25  -0.31
7 C -1.19 -3.18 -0.48  0.00
8 C -0.79 -3.30 -1.81  0.00
9 C -0.02 -2.28 -2.35  0.00
10 C -1.32 -1.99 1.69  -0.28
11 P -1.57 -0.33 2.49  0.82
12 H 0.28 -2.28 -3.40  0.13
13 H -1.79 -3.95 0.01  0.13
14 H -1.09 -4.16 -2.41  0.13
15 H -2.28 -2.52 1.76  0.11
16 H -0.57 -2.51 2.32  0.11
17 H 0.35 0.62 -2.73  0.06
18 H 1.69 -0.44 -3.10  0.11
19 H -1.43 1.91 -2.06  0.00
20 O -1.35 2.10 -3.01  -0.05
21 H -2.08 1.57 -3.39  0.07
22 H 0.96 3.14 0.51  0.12
23 O -1.43 2.35 0.43  -0.54
24 H -2.21 2.70 -0.05  0.04
25 C -3.32 0.00 1.99  -0.24
26 H -4.00 -0.73 2.46  0.07
27 H -3.56 1.03 2.32  0.06
28 H -3.40 -0.04 0.89  0.06
29 C -1.75 -0.75 4.24  -0.25
30 H -1.81 0.20 4.79  0.06
31 H -2.64 -1.34 4.44  0.07
32 H -0.85 -1.28 4.57  0.06
33 C 3.86 0.27 -1.64  -0.26
34 H 4.11 0.44 -2.70  0.06
35 H 4.67 0.67 -1.02  0.06
36 H 3.80 -0.81 -1.45  0.06
37 C 2.29 2.52 -2.33  -0.26
38 H 2.88 3.31 -1.83  0.06
39 H 2.74 2.28 -3.30  0.07
40 H 1.26 2.88 -2.46  0.04
41 S 3.86 2.19 4.60  0.96
42 C 2.75 1.94 3.51  -0.82
43 N 1.89 1.73 2.69  -0.14


Entry 7:
A molecular structure, C12H23N2O2P2SV, computed with ωB97M-V/def2-TZVPD.

Properties
- orbital gap (spin up / spin down) (eV) = 6.77 / 7.65
- HOMO (spin up / spin down) (eV) = -15.244 / -15.423
- charge = +2
- multiplicity = 3

Last column: Löwdin spin population.
Atoms and positions in Å:
1 V 0.15 0.01 -0.03  1.95
2 P 0.43 0.86 2.14  -0.03
3 C 0.83 2.57 1.68  0.00
4 C 1.46 2.68 0.35  0.01
5 N 1.19 1.71 -0.57  0.00
6 C 1.25 2.02 -1.89  0.01
7 C 1.85 3.19 -2.33  0.00
8 C 2.34 4.09 -1.37  0.01
9 C 2.13 3.83 -0.02  0.00
10 C 0.59 1.04 -2.82  0.02
11 P -1.00 0.28 -2.20  0.01
12 H 2.42 4.52 0.77  0.00
13 H 1.95 3.36 -3.39  0.00
14 H 2.81 5.01 -1.68  0.00
15 H 0.33 1.54 -3.77  0.00
16 H 1.27 0.21 -3.08  0.00
17 H -0.10 3.11 1.60  0.00
18 H 1.40 3.03 2.47  0.00
19 H -1.88 2.84 0.86  0.00
20 O -1.40 3.71 1.18  0.00
21 H -1.79 4.15 1.94  0.00
22 H -1.59 0.55 -0.78  0.00
23 O -2.24 1.63 0.33  0.06
24 H -3.17 1.47 0.52  0.00
25 C -2.30 1.32 -2.86  0.00
26 H -2.03 1.72 -3.86  0.00
27 H -3.23 0.74 -2.90  0.00
28 H -2.44 2.14 -2.13  0.00
29 C -1.15 -1.39 -2.88  0.00
30 H -2.01 -1.87 -2.40  0.00
31 H -1.32 -1.33 -3.96  0.00
32 H -0.25 -1.98 -2.68  0.00
33 C 1.86 0.08 2.97  -0.01
34 H 2.05 0.57 3.94  0.00
35 H 1.65 -0.99 3.15  0.00
36 H 2.75 0.14 2.34  0.00
37 C -0.95 0.83 3.30  0.00
38 H -1.08 -0.18 3.69  0.00
39 H -0.75 1.54 4.11  0.00
40 H -1.85 1.12 2.73  0.00
41 S 0.76 -4.54 0.36  -0.01
42 C 0.69 -2.97 0.19  0.01
43 N 0.63 -1.78 0.08  -0.02


Entry 8:
C12H23N3 in the gas phase, computed with ωB97M-V/def2-TZVPD.

Properties
- orbital gap (eV) = 9.43
- HOMO (eV) = -8.625
- charge = 0
- SMILES string = C/N=C1\[C@@H](/C=N/C(C)(C)C)N1C(C)(C)C

Last column: Löwdin charge in e.
Atoms and positions in Å:
1 C 3.99 -1.00 -1.49  -0.14
2 N 3.38 -0.65 -0.30  0.01
3 C 2.26 -0.26 -0.01  -0.26
4 C 0.93 0.40 -0.39  -0.12
5 C -0.36 -0.15 -0.82  -0.16
6 N -1.16 0.42 -1.60  0.11
7 C -2.49 -0.22 -1.85  -0.59
8 C -2.47 -0.92 -3.20  -0.06
9 C -2.92 -1.23 -0.79  -0.07
10 C -3.48 0.98 -1.83  -0.03
11 N 1.37 0.02 0.97  0.03
12 C 1.22 0.55 2.28  -0.65
13 C -0.20 0.41 2.68  -0.04
14 C 2.13 -0.28 3.14  -0.03
15 C 1.63 2.00 2.28  -0.02
16 H 4.93 -0.56 -1.25  0.07
17 H 3.29 -0.63 -2.34  0.12
18 H 4.12 -2.04 -1.58  0.06
19 H 1.07 1.56 -0.58  0.17
20 H -0.51 -1.09 -0.13  0.15
21 H -1.60 -1.54 -3.37  0.07
22 H -3.33 -1.51 -3.50  0.08
23 H -2.44 -0.18 -4.06  0.10
24 H -2.85 -0.83 0.21  0.08
25 H -2.25 -2.09 -0.86  0.08
26 H -3.88 -1.58 -0.94  0.06
27 H -3.10 1.66 -1.20  0.03
28 H -3.72 1.41 -2.84  0.09
29 H -4.44 0.73 -1.42  0.06
30 H -0.81 1.11 2.06  0.10
31 H -0.48 -0.67 2.45  0.11
32 H -0.41 0.54 3.76  0.10
33 H 2.07 -1.36 3.04  0.10
34 H 2.06 -0.04 4.17  0.08
35 H 3.09 0.05 2.94  0.06
36 H 1.56 2.62 3.12  0.08
37 H 2.67 1.96 1.84  0.11
38 H 1.13 2.40 1.43  0.06


In the order shown, the computed DFT total energy values come out to -3841.58908; -2992.19307; -3437.76485; -1412.81598; -1719.80647; -1842.86645; -2755.32500; -635.14732 hartree.